one | 54
Properties=species:S:1:pos:R:3 method="wB97M-V/def2-TZVPD" lumo_energy_ev=-0.372 orbital_gap_ev=10.62 multiplicity=1 total_charge=0
O 0.40 -3.89 4.66
H 0.21 -2.94 4.72
H -0.52 -4.12 4.87
O 3.65 -1.53 -0.76
H 4.04 -0.66 -0.66
H 2.69 -1.58 -0.73
O -4.15 2.79 -2.85
H -3.59 2.19 -3.36
H -5.06 2.52 -2.80
O -0.15 -3.34 -2.65
H 0.10 -2.61 -3.24
H 0.07 -4.08 -3.23
O 0.49 1.01 2.41
H 1.17 1.05 1.75
H -0.33 0.87 1.92
O 3.12 -2.02 3.01
H 2.66 -2.66 3.55
H 3.52 -2.27 2.18
O -3.96 -4.64 2.46
H -3.06 -4.31 2.57
H -3.87 -4.90 1.53
O -2.18 0.79 -3.30
H -1.61 0.51 -2.58
H -2.66 -0.02 -3.50
O -3.77 -0.17 -1.79
H -4.18 0.61 -1.38
H -3.86 -0.82 -1.08
O 0.62 4.13 -0.86
H 1.08 4.97 -0.94
H -0.24 4.27 -0.47
O 1.85 -0.01 -3.86
H 2.53 -0.68 -3.72
H 2.08 0.53 -3.08
O 1.71 0.37 5.25
H 1.57 0.61 4.33
H 1.29 1.10 5.71
O -3.67 -1.87 2.98
H -2.80 -2.18 2.80
H -4.44 -2.43 3.06
O 1.04 1.80 -1.76
H 0.99 1.88 -2.73
H 1.41 2.65 -1.46
O 4.69 1.48 0.40
H 5.08 0.85 1.03
H 4.13 1.75 1.14
O 0.91 2.26 -5.17
H 1.43 2.33 -5.96
H 0.04 1.94 -5.43
O -1.46 -2.75 -0.16
H -1.36 -2.29 -1.01
H -1.54 -1.91 0.30
O 1.17 5.54 2.21
H 0.34 5.49 2.66
H 1.00 4.79 1.61

---

two | 54
Properties=species:S:1:pos:R:3 method="wB97M-V/def2-TZVPD" lumo_energy_ev=-0.068 orbital_gap_ev=10.57 multiplicity=1 total_charge=0
O -1.01 3.45 3.61
H -1.29 3.72 4.41
H -0.78 2.41 3.73
O 0.12 -2.72 -3.61
H -0.53 -3.04 -4.14
H 0.98 -2.50 -3.78
O -1.38 0.26 4.66
H -1.14 -0.18 3.87
H -1.78 -0.57 4.89
O -1.49 0.10 0.40
H -1.27 0.52 -0.40
H -1.93 -0.76 0.13
O 2.46 -2.05 -0.45
H 2.54 -2.76 -0.94
H 1.48 -1.95 -0.24
O -1.89 4.11 1.13
H -1.29 4.10 1.88
H -2.38 4.91 1.37
O 3.41 -3.37 1.83
H 4.03 -4.12 1.72
H 3.22 -2.97 1.01
O 2.37 0.63 5.60
H 2.26 0.03 4.92
H 2.46 1.60 5.34
O 0.46 -1.79 -5.77
H -0.12 -1.29 -5.26
H 0.97 -1.11 -6.21
O -0.48 -2.93 -1.07
H -0.21 -3.33 -1.99
H -0.17 -3.55 -0.25
O -3.39 -1.38 -2.76
H -2.55 -1.38 -2.60
H -3.38 -1.85 -3.58
O -1.19 -1.35 2.49
H -0.55 -0.76 2.05
H -2.09 -1.11 2.13
O 2.22 4.12 3.70
H 2.58 3.77 3.04
H 2.33 3.63 4.51
O 3.86 1.86 0.88
H 3.53 2.34 1.66
H 4.36 1.13 1.08
O -0.80 -4.26 1.25
H -0.76 -3.48 1.68
H -1.40 -4.89 1.94
O -2.59 0.56 -4.92
H -3.51 0.67 -4.53
H -2.43 1.37 -5.22
O -3.74 3.21 -1.54
H -3.98 4.07 -2.12
H -3.03 3.63 -0.91
O 3.07 1.55 -5.21
H 3.52 1.64 -4.21
H 2.30 2.06 -5.21

---

Energy relative to the most stable one, in kcal/mol: one 0.0; two 89.7

---

one | 8
Properties=species:S:1:pos:R:3 method="wB97M-V/def2-TZVPD" lumo_energy_ev="-2.243 / -3.016" orbital_gap_ev="9.58 / 6.60" multiplicity=1 total_charge=0
C 0.29 0.71 -0.37
C -0.19 -0.10 0.72
N 0.52 -0.73 -0.23
F -2.45 -0.68 -0.15
F 1.85 -1.25 0.08
H -0.28 0.93 -1.29
H 1.06 1.33 -0.29
H -0.79 -0.21 1.53

---

two | 8
Properties=species:S:1:pos:R:3 method="wB97M-V/def2-TZVPD" lumo_energy_ev=1.159 orbital_gap_ev=11.09 multiplicity=1 smiles=F[C@@H]1CN1F total_charge=0
C 0.25 0.07 -0.55
C -1.10 0.43 0.43
N -1.18 -0.28 -0.82
F -1.62 1.67 0.47
F -1.64 -1.60 -0.69
H 0.30 0.72 -1.37
H 1.09 -0.57 -0.41
H -1.17 -0.11 1.43

---

Energy relative to the most stable one, in kcal/mol: one 85.0; two 0.0

---

one | 26
Properties=species:S:1:pos:R:3 method="wB97M-V/def2-TZVPD" lumo_energy_ev=0.719 orbital_gap_ev=8.14 multiplicity=1 total_charge=0
C 0.38 1.09 -0.33
C -0.22 -1.30 -0.23
C -0.81 -0.24 0.57
C -0.56 2.31 -0.30
C 1.57 1.33 0.59
C 0.86 0.89 -1.76
C -1.31 -2.82 0.19
N -0.63 -0.25 1.94
O 1.04 -1.72 0.20
H 1.39 -2.30 -0.49
H -0.40 -1.29 -1.30
H -1.82 0.04 0.26
H -1.44 -0.38 2.53
H 0.22 -0.73 2.25
H -1.44 2.15 -0.93
H -0.90 2.54 0.72
H -0.06 3.21 -0.67
H 2.15 2.21 0.26
H 2.28 0.50 0.58
H 1.26 1.54 1.62
H 0.03 0.67 -2.44
H 1.36 1.79 -2.15
H 1.59 0.08 -1.83
H -1.01 -3.62 -0.50
H -2.36 -2.56 0.00
H -1.18 -3.14 1.22

---

two | 26
Properties=species:S:1:pos:R:3 method="wB97M-V/def2-TZVPD" lumo_energy_ev=0.742 orbital_gap_ev=7.83 multiplicity=1 total_charge=0
C -1.28 0.15 -0.12
C 0.94 0.07 -0.01
C 0.55 -1.20 -0.54
C -2.20 -1.04 0.10
C -1.59 1.25 0.88
C 1.33 0.22 1.43
C 1.37 1.18 -0.93
N 2.31 -1.55 -0.69
O -1.45 0.65 -1.45
H -2.35 1.00 -1.55
H 2.79 -1.37 -1.57
H 2.84 -1.99 0.06
H 0.25 -1.97 0.16
H 0.20 -1.26 -1.56
H -3.26 -0.73 0.06
H -2.02 -1.50 1.07
H -2.09 -1.79 -0.69
H -2.63 1.59 0.77
H -1.47 0.90 1.91
H -0.97 2.13 0.73
H 0.97 -0.62 2.04
H 2.41 1.46 -0.73
H 0.93 1.15 1.84
H 2.41 0.28 1.52
H 1.26 0.92 -1.98
H 0.75 2.07 -0.76

---

three | 26
Properties=species:S:1:pos:R:3 method="wB97M-V/def2-TZVPD" lumo_energy_ev=0.871 orbital_gap_ev=9.70 multiplicity=1 smiles="CC(=O)C(C)C.CNC" total_charge=0
C -1.34 -0.93 -1.46
C -1.13 0.50 0.70
C -0.43 -0.04 -2.30
C -2.81 -0.61 -1.72
C -1.05 -0.83 0.05
O -1.11 -1.85 0.74
H -1.16 -1.97 -1.73
H -0.93 0.45 1.76
H 1.33 1.66 1.38
H -1.99 1.10 0.41
H -0.63 1.01 -2.12
H -0.59 -0.25 -3.35
H 0.62 -0.23 -2.08
H -3.05 -0.83 -2.76
H -3.46 -1.22 -1.08
H -3.02 0.44 -1.53
C 2.68 0.41 0.52
C 1.92 0.34 2.80
N 2.18 1.17 1.65
H -0.10 0.67 0.10
H 2.01 -0.40 0.22
H 1.57 0.97 3.63
H 3.65 -0.03 0.78
H 2.81 1.07 -0.34
H 1.17 -0.46 2.60
H 2.85 -0.14 3.11

---

Energy relative to the most stable one, in kcal/mol: one 31.7; two 66.9; three 0.0

---

one | 26
Properties=species:S:1:pos:R:3 method="wB97M-V/def2-TZVPD" lumo_energy_ev=0.066 orbital_gap_ev=7.70 multiplicity=1 total_charge=0
C -1.57 -0.55 -0.36
C -1.66 0.55 -1.24
C -1.67 -0.35 1.12
C 1.60 -1.46 0.90
C 1.25 -0.57 -0.25
N -1.56 -1.83 -0.81
C 1.56 -0.85 -1.52
H -1.31 -2.55 -0.16
H -1.20 -1.97 -1.74
H -1.35 0.66 1.37
H -2.54 1.16 -1.07
H -1.49 0.34 -2.29
H -0.72 1.50 -0.79
H -1.09 -1.08 1.68
H -2.73 -0.50 1.40
H 0.95 -2.34 0.95
H 2.63 -1.82 0.84
H 1.50 -0.92 1.84
H 2.02 -1.79 -1.81
H 1.45 -0.10 -2.29
C 1.00 2.80 0.88
O 0.28 2.10 -0.08
H 0.90 0.51 -0.02
H 1.49 3.69 0.46
H 0.45 3.24 1.73
H 1.80 2.14 1.27

---

two | 26
Properties=species:S:1:pos:R:3 method="wB97M-V/def2-TZVPD" lumo_energy_ev=0.058 orbital_gap_ev=7.91 multiplicity=1 smiles="C=C(C)N.CC(C)=O.C" total_charge=0
C -1.08 0.13 0.50
C 1.09 -0.37 0.21
C 1.29 -0.06 -1.13
C -1.79 -0.95 -0.30
C -1.23 0.00 2.01
C 1.16 -1.83 0.60
C 0.13 1.93 -2.16
N 1.74 0.50 1.14
O -1.14 1.33 0.05
H -0.45 1.51 -1.07
H 1.49 1.47 0.98
H 1.53 0.26 2.10
H 0.97 -0.76 -1.88
H 2.02 0.68 -1.41
H -2.29 0.09 2.25
H -2.87 -0.75 -0.25
H -1.62 -1.95 0.09
H -1.49 -0.90 -1.34
H -0.70 0.81 2.51
H -0.89 -0.96 2.39
H 0.72 -2.46 -0.16
H 2.21 -2.12 0.72
H 0.67 -2.03 1.55
H 0.31 1.31 -3.04
H 0.96 2.60 -1.99
H -0.77 2.53 -2.36

---

Energy relative to the most stable one, in kcal/mol: one 9.5; two 0.0

---

one | 11
Properties=species:S:1:pos:R:3 method="wB97M-V/def2-TZVPD" lumo_energy_ev=4.352 orbital_gap_ev=6.97 multiplicity=1 total_charge=-1
C -0.94 0.46 1.66
C 0.11 0.03 0.54
S -0.12 -1.65 -0.33
H -0.55 1.00 2.40
H -1.55 -0.37 2.12
H -1.84 1.12 1.41
H 1.09 0.04 0.98
H 0.12 0.87 -0.16
H 0.69 -0.90 -3.21
H 1.53 -0.30 -2.21
O 1.46 -0.30 -3.19

---

two | 11
Properties=species:S:1:pos:R:3 method="wB97M-V/def2-TZVPD" lumo_energy_ev=3.996 orbital_gap_ev=5.17 multiplicity=1 total_charge=-1
O 1.58 -1.10 2.56
H 0.83 -0.54 2.82
C -0.19 -1.06 -1.57
S 0.53 -0.01 -0.37
C -0.66 1.43 -0.32
H 0.29 -1.34 -2.49
H -1.23 -1.33 -1.39
H 1.52 -1.04 1.58
H -1.21 1.33 -1.26
H -1.31 1.28 0.54
H -0.16 2.38 -0.11

---

three | 11
Properties=species:S:1:pos:R:3 method="wB97M-V/def2-TZVPD" lumo_energy_ev=3.471 orbital_gap_ev=5.62 multiplicity=1 total_charge=-1
C -1.73 0.36 -0.90
S -2.85 -0.90 -0.11
H -0.94 0.46 -0.14
H -2.22 1.32 -0.93
H -1.24 -0.06 -1.77
H -2.29 -0.88 1.09
C 2.26 -0.09 0.54
O 1.21 0.22 -0.25
H 3.22 -0.06 -0.04
H 2.05 -1.02 1.14
H 2.53 0.65 1.37

---

four | 11
Properties=species:S:1:pos:R:3 method="wB97M-V/def2-TZVPD" lumo_energy_ev=4.221 orbital_gap_ev=6.78 multiplicity=1 total_charge=-1
C 0.33 1.53 0.30
C 1.24 0.32 0.14
S 0.58 -1.18 0.74
H -0.06 1.58 1.35
H -0.52 1.28 -0.31
H 0.44 2.59 0.12
H 2.16 0.49 0.63
H 1.57 0.27 -0.92
H -2.14 -2.46 -1.50
H -1.39 -2.03 -0.06
O -2.20 -2.40 -0.49

---

Energy relative to the most stable one, in kcal/mol: one 2.2; two 41.4; three 37.6; four 0.0

---

one | 85
Properties=species:S:1:pos:R:3 method="wB97M-V/def2-TZVPD" lumo_energy_ev="2.463 / 2.448" orbital_gap_ev="2.70 / 5.86" multiplicity=6 total_charge=-2
Pm -0.50 0.97 1.11
C 4.93 -4.08 1.32
O 3.83 -4.58 2.04
C 2.78 -3.74 2.32
C 1.80 -4.28 3.16
C 0.74 -3.50 3.56
C 0.59 -2.17 3.11
C -0.39 -1.28 3.67
C -1.34 -1.74 4.75
O -0.44 -0.09 3.32
C 1.53 -1.64 2.16
O 1.41 -0.49 1.62
C 2.65 -2.46 1.83
H 5.67 -4.88 1.33
H 5.35 -3.19 1.80
H 4.67 -3.84 0.29
H 1.92 -5.28 3.52
H 0.01 -3.92 4.23
H -0.81 -2.29 5.53
H -2.11 -2.38 4.32
H -1.81 -0.86 5.18
H 3.39 -2.01 1.19
C 6.15 0.96 -2.37
C 5.39 -0.06 -2.90
C 4.06 -0.21 -2.52
C 3.49 0.67 -1.61
C 4.27 1.70 -1.09
C 5.59 1.85 -1.47
P 1.73 0.68 -1.06
C 1.14 -0.88 -1.82
C -0.04 -0.89 -2.57
C -0.50 -2.07 -3.14
C 0.21 -3.26 -2.96
C 1.35 -3.26 -2.17
C 1.80 -2.08 -1.60
C 1.12 1.85 -2.35
C 1.63 1.81 -3.63
C 1.17 2.71 -4.60
C 0.21 3.62 -4.28
C -0.33 3.69 -2.98
C -1.35 4.61 -2.66
C -1.83 4.66 -1.38
C -1.34 3.80 -0.39
C -0.38 2.81 -0.63
C 0.13 2.79 -1.97
H 7.19 1.07 -2.66
H 5.82 -0.75 -3.61
H 3.48 -1.00 -2.96
H 3.83 2.37 -0.36
H 6.17 2.65 -1.05
H -0.60 0.02 -2.69
H -1.40 -2.08 -3.73
H -0.13 -4.17 -3.42
H 1.89 -4.18 -2.02
H 2.69 -2.09 -0.98
H 2.39 1.09 -3.90
H 1.59 2.66 -5.60
H -0.15 4.32 -5.04
H -1.74 5.26 -3.44
H -2.62 5.37 -1.13
H -1.75 3.93 0.62
S 2.12 1.97 5.60
Sb 1.44 1.94 3.41
S 3.08 2.67 1.97
S -0.59 3.03 2.99
N -1.05 -1.66 0.34
H -1.70 -1.35 -0.38
H -1.60 -2.19 1.02
H -0.37 -2.29 -0.08
O -2.57 0.69 -0.33
C -3.16 0.64 0.79
O -2.54 0.33 1.84
C -4.61 0.88 0.92
C -5.46 0.96 -0.18
C -6.82 1.07 -0.01
C -7.36 1.13 1.29
C -6.50 1.10 2.40
C -5.15 0.97 2.21
N -8.74 1.22 1.47
O -9.20 1.27 2.63
O -9.48 1.25 0.46
H -5.02 0.91 -1.17
H -7.50 1.11 -0.85
H -6.93 1.16 3.39
H -4.47 0.94 3.05

---

two | 85
Properties=species:S:1:pos:R:3 method="wB97M-V/def2-TZVPD" lumo_energy_ev="3.603 / 3.603" orbital_gap_ev="4.15 / 7.00" multiplicity=6 total_charge=-2
Pm 0.32 0.69 -0.92
C 3.55 4.60 4.04
O 2.18 4.79 4.37
C 1.26 4.16 3.60
C -0.08 4.52 3.86
C -1.06 3.95 3.10
C -0.79 3.01 2.09
C -1.86 2.51 1.23
C -3.31 2.82 1.57
O -1.65 1.83 0.23
C 0.56 2.60 1.87
O 0.88 1.68 1.04
C 1.58 3.23 2.64
H 4.11 5.31 4.65
H 3.73 4.80 2.98
H 3.87 3.58 4.27
H -0.30 5.25 4.63
H -2.09 4.24 3.29
H -3.47 3.88 1.80
H -3.61 2.24 2.45
H -3.93 2.53 0.73
H 2.59 2.91 2.43
C -5.33 -0.72 3.62
C -4.05 -0.20 3.80
C -3.09 -0.39 2.82
C -3.37 -1.12 1.66
C -4.65 -1.64 1.49
C -5.62 -1.43 2.46
P -1.96 -1.29 0.49
C -2.74 -2.21 -0.90
C -3.58 -1.49 -1.75
C -4.16 -2.09 -2.86
C -3.90 -3.43 -3.13
C -3.07 -4.16 -2.29
C -2.49 -3.55 -1.18
C -0.95 -2.57 1.31
C -1.49 -3.53 2.13
C -0.65 -4.50 2.73
C 0.69 -4.47 2.51
C 1.28 -3.48 1.68
C 2.68 -3.45 1.46
C 3.21 -2.48 0.65
C 2.36 -1.51 0.05
C 1.00 -1.47 0.21
C 0.46 -2.50 1.06
H -6.09 -0.56 4.37
H -3.81 0.37 4.69
H -2.09 0.02 2.96
H -4.89 -2.20 0.60
H -6.62 -1.84 2.32
H -3.76 -0.44 -1.56
H -4.79 -1.51 -3.52
H -4.34 -3.90 -4.01
H -2.85 -5.20 -2.51
H -1.83 -4.12 -0.54
H -2.56 -3.56 2.31
H -1.09 -5.26 3.37
H 1.34 -5.21 2.97
H 3.31 -4.19 1.93
H 4.28 -2.44 0.48
H 2.86 -0.77 -0.57
S -3.96 3.85 -4.28
Sb -3.14 2.99 -2.37
S -1.62 1.12 -3.04
S -0.64 2.92 -2.59
N -0.13 -1.71 -2.66
H -0.94 -1.73 -3.27
H 0.08 -2.66 -2.37
H 0.65 -1.33 -3.18
O 1.45 0.53 -2.95
C 2.53 1.11 -2.52
O 2.49 1.66 -1.38
C 3.77 1.07 -3.29
C 3.83 0.49 -4.57
C 5.01 0.42 -5.26
C 6.20 0.94 -4.69
C 6.14 1.54 -3.41
C 4.95 1.59 -2.73
N 7.39 0.87 -5.38
O 8.45 1.33 -4.83
O 7.42 0.30 -6.52
H 2.92 0.09 -5.00
H 5.07 -0.02 -6.24
H 7.06 1.93 -2.99
H 4.89 2.04 -1.75

---

Energy relative to the most stable one, in kcal/mol: one 47.2; two 0.0

---

one | 9
Properties=species:S:1:pos:R:3 method="wB97M-V/def2-TZVPD" lumo_energy_ev=3.088 orbital_gap_ev=8.36 multiplicity=1 total_charge=-1
C -1.28 -0.33 1.29
C -0.23 -0.04 0.79
C 2.47 1.81 0.17
C 1.90 0.33 -0.16
O 2.87 1.88 1.28
O 2.50 2.52 -0.81
Br 3.11 -1.10 -0.15
H -2.33 -0.34 1.59
H 1.35 0.17 -1.17

---

two | 9
Properties=species:S:1:pos:R:3 method="wB97M-V/def2-TZVPD" lumo_energy_ev=3.418 orbital_gap_ev=7.96 multiplicity=1 smiles="C#C[C@H](Br)C(=O)[O-]" total_charge=-1
C 0.27 0.48 -2.15
C 0.42 0.25 -0.98
C -0.98 0.04 1.26
C 0.50 -0.22 0.44
O -1.87 -0.80 1.18
O -0.96 1.12 1.90
Br 0.93 -2.06 0.47
H 0.16 0.86 -3.09
H 1.55 0.33 0.96

---

Energy relative to the most stable one, in kcal/mol: one 67.2; two 0.0